# 1
89
Properties=species:S:1:pos:R:3:mulliken_charge:R:1 method="wB97M-V/def2-TZVPD" relative_energy_kcal_mol=22.39 lumo_energy_ev=-4.86 gap_ev=5.94 total_charge=+1 fmax_ev_per_a=0.48
Ir 0.35531 -0.20585 -0.01217 0.67
Te -0.33785 -0.34244 -2.37865 -0.24
Ge 1.12962 -2.58832 0.57402 0.81
Ge 2.80612 0.02618 -0.60129 0.85
P -2.71698 -1.07990 -2.24308 0.79
O -2.79144 -1.43651 -3.78218 -0.17
O -2.99531 -2.15159 -1.28208 -0.76
O -3.65285 0.17263 -1.99956 -0.39
N -0.13458 3.92403 -1.28125 0.15
N -2.70132 -0.10861 0.95768 -0.10
C 0.32085 3.61965 1.98903 -0.60
C -0.03056 -3.87654 3.10344 -1.40
C -5.00918 1.84864 -3.05722 -1.41
C 4.94276 -4.30298 0.18238 -0.52
C -1.60238 -0.20689 0.62133 -0.38
C -3.86579 -2.28912 -4.29676 -0.17
C 4.39840 0.56380 -3.05177 -1.35
C 5.57296 -5.49598 0.49320 -0.77
C 3.23667 -4.79827 1.78410 0.20
C 0.08599 2.70348 0.95602 1.09
C -3.46950 -2.74221 -5.67687 -1.25
C 3.75676 1.58030 0.19042 -0.07
C 0.15965 -2.56009 2.33908 -0.10
C 0.57541 1.42490 1.15721 0.51
C -3.60160 1.35172 -2.84348 0.25
C 0.34946 -3.76335 -0.81678 -0.34
C 1.24344 1.03871 2.30976 -0.45
C 1.45158 1.97002 3.31734 -0.82
C 3.04396 0.03928 -2.58118 -0.51
C 3.76782 -3.92773 0.83634 0.22
C 3.08277 -2.65148 0.51097 -0.30
C 0.37215 -5.24406 -0.42850 -1.26
C 0.34282 5.23076 -0.87778 -1.01
C 3.86497 -5.99371 2.09919 -0.81
C -0.76185 3.13340 -0.24387 -0.45
C 5.04084 -6.34454 1.45517 -0.44
C 5.25752 1.32006 0.33716 -1.53
C 0.83816 3.18860 -2.05491 -0.16
C 3.72334 -1.57354 0.04815 -0.44
C 0.99659 3.26891 3.14596 -1.06
H 2.32016 -4.53679 2.29691 0.18
H 5.53540 -7.27597 1.69252 0.41
H -0.44369 5.76107 -0.33880 0.31
H 1.97835 1.67836 4.21594 0.49
H -0.07666 -5.83895 -1.22597 0.42
H -0.66268 -3.43661 -1.05181 0.24
H 4.56733 1.58804 -2.71659 0.32
H 1.64501 0.03326 2.42631 0.16
H -3.12319 1.09766 -3.79087 0.38
H 5.72972 1.06998 -0.61244 0.29
H -3.98905 -3.12413 -3.60754 0.33
H -1.61542 3.69563 0.14693 0.80
H 3.32361 1.79101 1.16778 0.23
H -2.98661 2.09019 -2.32596 0.02
H 6.48006 -5.77082 -0.02815 0.40
H -0.82195 -2.14491 2.11722 0.23
H 2.24539 0.63295 -3.03182 0.34
H -0.75710 -3.72017 3.90204 0.41
H 0.58586 5.80931 -1.76869 0.37
H 1.23900 5.19856 -0.24278 0.32
H -2.55319 -3.32846 -5.64171 0.32
H 3.43557 -6.64689 2.84666 0.42
H -5.59830 1.12285 -3.61586 0.32
H -0.20477 -5.43646 0.47325 0.25
H -4.26105 -3.36433 -6.09389 0.40
H -4.98435 2.78032 -3.62135 0.41
H -3.31859 -1.88973 -6.33714 0.31
H 0.88817 -4.21725 3.57619 0.46
H -3.66645 -0.16799 1.20800 0.21
H 1.15679 4.00526 3.92135 0.42
H -4.78108 -1.69598 -4.30962 0.24
H 5.35591 -3.67053 -0.59238 0.46
H 1.26278 3.84066 -2.81710 0.50
H 1.38630 -5.61242 -0.27257 0.32
H 0.35452 2.35104 -2.56325 -0.27
H -0.07377 4.62138 1.89363 0.49
H 2.89713 -0.99250 -2.91357 0.43
H -1.16520 2.23926 -0.72733 -1.14
H 1.66553 2.79131 -1.45002 -0.10
H -0.41034 -4.67699 2.47352 0.26
H 0.67417 -1.84305 2.98067 0.22
H -5.49894 2.03633 -2.10335 0.31
H 5.76568 2.20175 0.73067 0.41
H 3.58042 2.46647 -0.41956 0.30
H 5.45088 0.49954 1.02873 0.36
H 5.21684 -0.04641 -2.66854 0.30
H 4.47106 0.55765 -4.14026 0.39
H 0.98586 -3.58041 -1.68604 0.43
H 4.80701 -1.62350 -0.03370 0.62



# 2
92
Properties=species:S:1:pos:R:3:mulliken_charge:R:1 method="wB97M-V/def2-TZVPD" lumo_energy_ev=0.14 smiles="c1cc[nH]c1.c1cc[nH]c1.c1cc[nH]c1.c1cc[nH]c1.NC(N)=O.NC(N)=O.CCCC#N.CCCC#N.CCCC#N" gap_ev=7.90 total_charge=0 fmax_ev_per_a=1.66
O -0.82468 -0.42929 0.68488 -0.51
O -4.66398 -1.24911 0.46367 -0.72
N -3.38807 -5.06060 2.15720 -0.51
N 0.54449 2.76488 -2.91429 -0.61
N -3.00809 -1.68775 1.96471 0.47
N -0.40015 1.68404 -0.07578 -0.02
N -0.06585 -0.13391 -1.44204 -0.03
N 1.22673 0.53410 -5.00724 0.27
N 0.74685 -1.96405 2.92907 1.12
N -5.12664 -2.48836 2.33189 -0.35
N -1.32191 5.67299 0.85622 0.04
N 3.21167 0.16008 -2.72423 -0.44
N -2.93024 0.86042 4.15131 0.22
C -3.11984 -5.18569 1.04893 0.33
C 3.01658 -2.28742 0.42702 -0.72
C 3.91490 -1.05066 0.53268 -0.78
C 2.79205 4.09080 -5.47508 -1.28
C -0.39349 -4.30893 -0.29366 -0.52
C 0.80055 -3.60568 4.39596 -1.06
C -2.05610 3.74574 1.69443 -0.53
C -1.06789 0.14158 5.12605 -0.12
C -4.29443 -1.75181 1.52681 0.56
C -0.44828 0.33209 -0.22561 0.10
C -1.69499 4.58284 2.75504 -0.51
C 0.03764 0.82154 -5.61606 -0.44
C 1.60199 0.45146 -7.18896 -0.63
C -1.77802 4.43606 0.52875 -0.90
C -1.67245 0.41611 3.91568 -0.60
C 3.33040 0.20462 -0.12182 0.04
C 1.65928 -1.57017 3.86956 -0.91
C 3.61040 3.43983 -4.36996 -0.03
C 3.26895 0.15438 -1.57711 0.28
C -2.81636 -5.26937 -0.37120 -0.69
C -3.14519 0.90735 5.49763 -0.68
C 1.63672 3.11513 -2.92191 0.56
C 0.17651 -3.15418 3.25631 -0.19
C 2.19862 0.35485 -5.95311 -0.48
C 3.00545 3.60781 -2.97032 -0.55
C 0.22536 0.74140 -6.97043 -0.59
C 1.73142 -2.61049 4.77618 -0.61
C -1.29514 5.79182 2.23140 -0.64
C -2.00628 0.40996 6.13498 -0.81
C -1.78199 -4.26354 -0.91984 -0.52
H 3.67410 2.37443 -4.59917 -0.03
H -1.75816 4.27348 3.78719 0.45
H -3.63047 1.09134 3.47134 0.23
H 3.06342 -2.88188 -0.48373 0.45
H 3.17314 0.07282 -5.58908 0.41
H -2.34648 -1.16653 1.38939 -0.12
H -0.41013 -3.95147 0.73415 -0.06
H 1.37416 0.51558 -4.01582 0.12
H -3.75539 -5.10014 -0.90747 0.34
H -1.90063 0.19509 7.18483 0.41
H -0.18630 -1.09533 -1.68338 0.23
H 2.30578 -2.54046 5.68893 0.44
H -1.05215 6.39753 0.22064 0.20
H -0.72589 2.11530 0.77208 -0.12
H 0.03778 -5.31021 -0.29092 0.50
H -0.00060 2.18898 -0.84721 0.11
H 2.00565 -1.92362 0.60387 -0.18
H 1.71607 4.20024 -5.34403 0.35
H 3.12385 5.10948 -5.71452 0.36
H -2.57289 -2.15654 2.73581 0.15
H 3.85569 1.13381 0.11732 0.47
H -4.82587 -2.80467 3.23049 0.20
H -2.19367 -3.25240 -0.82645 0.17
H 0.37007 0.53841 -2.05195 -0.18
H -1.21056 0.36759 2.94354 0.45
H 0.22527 -3.65149 -0.90580 0.13
H -0.49845 0.86758 -7.75761 0.44
H 0.54471 -1.32534 2.17497 -0.09
H 2.96586 3.59218 -6.43042 0.32
H 2.30336 0.38814 0.21881 -0.31
H -0.67037 -3.55289 2.72080 0.26
H 4.64395 3.78196 -4.32393 0.41
H -6.10011 -2.39684 2.09698 0.25
H 3.05923 4.65600 -2.67114 0.42
H 4.85944 -1.25373 0.02002 0.37
H 4.13151 -0.78143 1.56493 0.44
H -4.12261 1.17726 5.86356 0.48
H -1.86702 -4.40264 -2.00100 0.48
H -1.84289 4.11575 -0.49916 0.52
H 2.06211 0.32558 -8.15495 0.42
H 2.21851 -0.66778 3.69352 0.48
H 3.52244 3.02606 -2.20211 0.08
H -0.07363 -0.27358 5.18641 0.44
H -2.40102 2.72566 1.72796 1.02
H -0.87818 0.94867 -5.06323 0.41
H -0.94856 6.72994 2.63119 0.39
H -2.57285 -6.29544 -0.65515 0.38
H 0.52022 -4.50929 4.90915 0.46
H 3.35202 -2.96603 1.21261 0.40



# 3
97
Properties=species:S:1:pos:R:3:mulliken_charge:R:1 method="wB97M-V/def2-TZVPD" relative_energy_kcal_mol=104.88 lumo_energy_ev=-4.43 gap_ev=4.21 total_charge=0 fmax_ev_per_a=13.59
O -0.65380 3.59413 4.38315 -0.76
O -5.18883 -0.06514 1.32252 -0.38
O -2.05941 -4.80930 -0.67587 -0.69
O 2.38548 -1.33802 -1.65123 -0.68
O 2.11156 0.14696 -0.15493 -0.54
O 1.09175 -0.63077 6.42929 -0.69
O 3.75584 -7.65915 0.47290 -0.60
O 2.09557 -6.27678 0.45362 -0.57
O -0.77662 5.70657 -6.36583 -0.56
O 0.93628 5.48636 -7.57766 -0.59
O 0.65866 -1.36679 -0.40956 -0.14
N 3.24044 -6.53641 0.53285 1.00
N 0.26528 5.19276 -6.51919 0.92
N 1.64553 -0.77749 -0.81536 0.59
N -1.61304 -3.57679 -2.48551 0.13
N -4.23114 0.64851 1.10828 1.14
N 1.64727 -1.15336 4.21222 0.22
N 0.89873 3.41879 2.69022 0.31
C -3.09124 0.05673 0.25497 1.24
C -0.08279 2.97111 3.41328 0.65
C 3.69061 -3.95240 0.45144 0.10
C 0.58467 2.83758 -3.35149 0.09
C -1.83350 0.85197 0.38974 0.45
C 2.49808 2.23149 -5.08794 -0.80
C -2.83696 -1.41245 0.74048 -1.46
C -1.95068 2.43988 0.29307 -0.81
C 1.87141 3.31879 -6.07231 -0.34
C -4.41586 2.06578 1.22804 1.47
C 0.74348 4.18781 -5.65510 0.05
C 4.73152 -2.78476 0.51713 -0.34
C 5.89009 -5.59503 0.24531 -0.33
C -2.80730 -4.07145 -3.18974 -1.04
C -3.06098 2.76851 1.41972 -2.09
C 1.21748 -1.44196 2.76877 -0.60
C 6.80379 -4.36581 0.24772 -0.35
C 1.62645 2.45160 1.87651 -1.48
C -5.11628 2.32010 2.55062 -1.70
C -1.26607 -4.02800 -1.29872 0.32
C 2.88826 -1.65139 4.48450 -0.79
C 1.71266 2.06716 -3.73157 -0.07
C 6.24192 -3.09679 0.43012 -0.54
C -0.92217 -2.38293 -3.15177 -0.61
C 4.25877 -5.39649 0.29769 -0.13
C -3.71406 -0.14341 -1.22031 -0.71
C -0.02370 3.87486 -4.41004 -0.25
C 1.62807 4.74422 2.97597 -0.87
C 0.86604 -0.70140 5.10772 0.18
C -5.15011 2.64700 -0.01490 -1.53
H -0.47374 1.88955 3.06555 -0.14
H 2.29427 3.41811 -7.07160 0.40
H 2.05148 1.31166 -2.75152 0.12
H 3.15990 -2.00132 5.65949 0.28
H 3.15057 -2.64368 3.78813 0.22
H -3.79402 0.94657 -1.73997 0.16
H 2.71307 4.55556 2.87825 0.34
H 1.08666 5.40858 2.15066 0.28
H -3.24949 -3.09968 -3.67681 0.32
H 3.73778 -0.96515 4.27324 0.31
H -0.52354 -2.74955 -3.90329 0.70
H -0.23703 -3.64495 -0.67683 0.19
H 7.97974 -4.24994 0.02513 0.21
H -5.35792 3.36667 2.75375 0.42
H 1.48710 5.12500 4.04843 0.28
H 0.39946 -0.84219 2.54531 -0.33
H -3.08617 -0.59003 -2.05225 -0.20
H -4.66392 -0.75848 -1.16262 0.45
H 2.01310 -1.45070 2.06804 0.25
H -0.08831 -0.28677 4.73839 0.25
H 1.72977 1.52466 2.30960 0.28
H -4.37109 2.79887 -0.89642 0.25
H -1.36145 0.80436 1.31879 -0.43
H -1.60815 -1.46110 -3.21197 0.18
H -3.07745 3.83202 1.37141 0.56
H -6.00186 2.12810 -0.43111 0.39
H 1.08112 2.38017 1.12333 0.62
H -2.81635 -4.89894 -3.96345 0.26
H -0.07792 2.80440 -2.45545 0.17
H -6.14766 1.91352 2.33469 0.47
H 0.07432 -1.99868 -2.69607 -0.20
H 0.92051 -2.48733 2.94914 0.69
H 2.63916 -3.95791 0.70129 0.37
H -2.11711 2.52756 -0.72480 0.74
H 4.31674 -1.74162 0.44889 0.27
H -4.60379 1.91264 3.47489 0.36
H -1.89138 -1.82602 0.34504 -0.02
H -0.93762 3.00566 0.66800 0.07
H 6.76076 -2.27449 0.57284 0.49
H 2.42185 2.98834 1.45255 0.54
H 3.30396 1.73115 -5.20294 0.63
H -0.95084 0.45388 -0.34951 -0.26
H 6.24796 -6.61311 0.11671 0.42
H -2.62490 2.60812 2.33993 0.69
H -5.78400 3.42693 0.29010 0.49
H -2.71777 -1.36587 1.96852 0.26
H -3.43208 -2.12655 0.43976 0.79
H -3.68579 -4.18917 -2.65317 0.42
H -1.07907 4.54674 -4.05890 0.20



E, record by record: -6375.09508, -1925.36023, -2382.34127 Ha
HOMO, record by record: -10.8, -7.8, -8.6 eV